1.
Here is a 2-piece molecular cluster, C4H9N3O4 overall from OMol25. Energies are from ωB97M-V/def2-TZVPD.

## Properties
Energy relative to the best compared isomer or geometry (same formula, charge and spin) (kcal/mol): 0.00
HOMO energy (eV): -9.6013
SMILES: C=NO/C=N\O.NC(=O)CO
Kohn-Sham gap (eV): 10.24
Molecular weight (g mol⁻¹): 163.13

Element x y z (Å)
C1 -1.58999 0.11042 -0.17982
C2 -2.82282 -0.70715 -0.54002
C3 1.89226 -0.55192 -0.47783
C4 2.16716 2.07138 -0.33676
H1 -0.44985 0.49729 1.46748
H2 -1.90929 -0.41160 1.76059
H3 -3.21972 -0.32516 -1.49602
H4 -2.45907 -1.72781 -0.71649
H5 -4.20070 0.09841 0.53764
H6 3.23829 -1.45730 1.09121
H7 1.28438 -0.08126 -1.26295
H8 2.15784 3.15295 -0.34301
H9 2.47849 1.56142 -1.25817
N1 -1.35283 0.15166 1.14922
N2 2.53476 -1.64124 -0.66416
N3 1.82676 1.48851 0.74565
O1 -0.86882 0.60103 -1.05141
O2 -3.83162 -0.79441 0.45232
O3 3.25058 -2.13260 0.38194
O4 1.87417 0.09739 0.74059

Löwdin population analysis, charges in e, atoms 1 to 5: -0.5125 -0.1782 -0.2392 -0.0034 0.0982

***

2.
Here is one molecule with the formula C4H9N3S from OMol25. Energies are from ωB97M-V/def2-TZVPD.

## Properties
Energy relative to the best compared isomer or geometry (same formula, charge and spin) (kcal/mol): 111.77
HOMO energy (eV): -8.2405
SMILES: S/N=C/NNC1CC1
Kohn-Sham gap (eV): 9.21
Molecular weight (g mol⁻¹): 131.20

Element x y z (Å)
C1 0.30078 0.07170 1.71103
C2 -0.72748 -0.28285 -1.08300
C3 -0.27475 -0.54729 -2.48560
C4 0.53346 0.38008 -1.62725
H1 0.42003 2.80330 3.44476
H2 1.22992 0.41707 1.20164
H3 -1.33155 -1.28864 1.84777
H4 0.30993 -1.76695 -0.25099
H5 -1.52391 0.51232 -1.04077
H6 -0.04408 -1.66939 -2.76918
H7 -0.98737 -0.30486 -3.21375
H8 1.50744 0.06894 -1.34209
H9 0.50677 1.42426 -1.67700
N1 -0.08757 0.74777 2.79375
N2 -0.48175 -0.87756 1.17896
N3 -0.66874 -1.29577 -0.18272
S1 1.31888 1.60785 3.49444

Löwdin population analysis, charges in e, atoms 1 to 5: -0.4073 -0.3967 -0.1158 -0.1090 -0.0723

***

3.
Here is one molecule with the formula C4H9N3S from OMol25. Energies are from ωB97M-V/def2-TZVPD.

## Properties
Energy relative to the best compared isomer or geometry (same formula, charge and spin) (kcal/mol): 41.29
HOMO energy (eV): -7.9669
SMILES: CN(C)/C=N\C=N/S
Kohn-Sham gap (eV): 8.64
Molecular weight (g mol⁻¹): 131.20

Element x y z (Å)
C1 0.40799 -0.84649 0.92487
C2 2.32757 -0.40105 -0.64537
C3 0.36738 0.98469 -0.66005
C4 -1.71246 1.21872 0.45131
H1 -0.25535 -1.58629 0.48043
H2 1.21480 -1.37544 1.44420
H3 -0.14643 -0.21903 1.62737
H4 3.12577 -0.28403 0.13266
H5 2.56010 0.31131 -1.38557
H6 2.34349 -1.40622 -1.01930
H7 1.01830 1.55302 -1.34086
H8 -1.56327 1.93916 1.27686
H9 -4.25484 -0.95699 -0.44572
N1 1.04250 -0.04225 -0.09724
N2 -0.84858 1.41185 -0.53219
N3 -2.70066 0.39217 0.51715
S1 -2.92631 -0.69314 -0.72855

Löwdin population analysis, charges in e, atoms 1 to 5: -0.0432 -0.0541 -0.1812 -0.4562 0.0745

***

4.
Here is an isolated ion of composition C4H9N4 and charge +1 from OMol25. Energies are from ωB97M-V/def2-TZVPD.

## Properties
Energy relative to the best compared isomer or geometry (same formula, charge and spin) (kcal/mol): 129.78
HOMO energy (alpha / beta) (eV): -13.6690 / -14.0285
Net charge: +1
Kohn-Sham gap (alpha / beta) (eV): 7.51 / 8.03
Molecular weight (g mol⁻¹): 113.14

Element x y z (Å)
C1 1.29445 -0.22359 -0.15971
C2 -1.11035 1.46244 0.13103
C3 1.22883 -1.92358 -1.74361
C4 -0.99072 1.15958 2.38462
N1 0.81347 0.42092 0.92820
N2 0.57795 -1.04728 -0.86373
N3 -0.43170 0.80816 1.08134
N4 -1.36107 1.08004 -1.05707
H1 2.37782 -0.25322 -0.03470
H2 2.15116 -1.54141 -2.04225
H3 1.41103 -2.78895 -0.95605
H4 0.62899 -2.36444 -2.55507
H5 -1.30411 2.19176 2.65020
H6 -1.88697 0.51522 2.27232
H7 -0.38701 0.66754 3.12330
H8 -1.64872 1.72012 -1.77131
H9 -1.36303 0.11670 -1.38750

Löwdin population analysis, charges in e, atoms 1 to 5: -0.1960 -0.0035 -0.1050 0.0223 0.1606

***

5.
Here is a 2-piece molecular cluster, C4H9N4O overall from OMol25. Energies are from ωB97M-V/def2-TZVPD.

## Properties
Energy relative to the best compared isomer or geometry (same formula, charge and spin) (kcal/mol): 29.35
HOMO energy (eV): -14.0131
Net charge: +1
Kohn-Sham gap (eV): 10.12
Molecular weight (g mol⁻¹): 129.14

Element x y z (Å)
C1 2.43017 -0.25521 0.08999
C2 1.26233 0.63985 -0.00985
C3 -0.10101 -1.19284 -0.10737
C4 1.54408 2.07637 -0.02650
N1 2.24774 -1.49813 0.09065
N2 0.03605 0.21285 -0.01994
N3 1.00159 -1.90694 -0.13493
N4 -3.23977 -0.21187 0.01796
O1 -1.24011 -1.68787 -0.07197
H1 3.38487 0.05095 0.24532
H2 0.74712 2.67536 -0.66364
H3 2.61948 2.41817 -0.13299
H4 1.24214 2.49291 1.08545
H5 1.10189 -2.89103 -0.25381
H6 -3.78428 -0.07972 0.86240
H7 -3.96607 -0.80085 -0.38424
H8 -3.03954 0.58223 -0.56819
H9 -2.24669 -0.62421 -0.01835

Löwdin population analysis, charges in e, atoms 1 to 5: -0.0373 -0.3024 -0.4605 -0.0466 0.1179

***

6.
Here is one molecule with the formula C4H9N5 from OMol25. Energies are from ωB97M-V/def2-TZVPD.

## Properties
Energy relative to the best compared isomer or geometry (same formula, charge and spin) (kcal/mol): 191.34
HOMO energy (eV): -8.8551
SMILES: [H]/N=C1/N/C=N\CCNN1
Kohn-Sham gap (eV): 9.48
Molecular weight (g mol⁻¹): 127.15

Element x y z (Å)
C1 -0.83632 -0.40061 1.28776
C2 1.00453 -0.22332 -0.54375
C3 0.96721 0.42361 -1.91984
C4 -0.84060 1.45555 -0.83791
H1 -1.47415 -1.41726 2.90903
H2 -0.12101 -1.92361 1.55434
H3 2.09860 -1.42209 0.60430
H4 -0.10092 -0.33592 -0.35797
H5 1.32143 0.74381 0.01336
H6 1.76647 1.30572 -1.88158
H7 1.00624 -0.17893 -2.85436
H8 -1.40527 2.54300 -0.77488
H9 -2.08364 0.94503 0.84554
N1 -1.81025 -0.88149 2.00649
N2 0.51512 -1.12955 1.24467
N3 1.23098 -1.54303 0.15977
N4 -0.09683 1.23461 -1.87430
N5 -1.14160 0.80449 0.41932

Löwdin population analysis, charges in e, atoms 1 to 5: -0.3660 -0.2028 -0.2824 -0.1838 0.1104

***

7.
Here is one molecule with the formula C4H9N5 from OMol25. Energies are from ωB97M-V/def2-TZVPD.

## Properties
Energy relative to the best compared isomer or geometry (same formula, charge and spin) (kcal/mol): 78.61
HOMO energy (eV): -9.9039
SMILES: CN(C)Cn1cnnn1
Kohn-Sham gap (eV): 10.59
Molecular weight (g mol⁻¹): 127.15

Element x y z (Å)
C1 -2.38936 -1.01206 0.34649
C2 1.47513 -0.79639 -0.99036
C3 0.22508 -0.32963 0.94344
C4 1.38267 1.41894 -0.09647
N1 -3.33269 -0.21771 0.05856
N2 -1.12409 -0.19253 0.39853
N3 -2.84567 0.93540 -0.25595
N4 -1.59241 0.99982 -0.05903
N5 1.47080 -0.01262 0.23087
H1 2.49279 -0.66424 -1.59990
H2 1.33891 -1.83895 -0.67557
H3 0.71026 -0.67657 -1.74411
H4 0.20599 0.32529 1.87146
H5 -2.41610 -1.96868 0.84791
H6 0.21306 -1.36734 1.25250
H7 1.35055 2.12561 0.74179
H8 2.30464 1.70217 -0.50466
H9 0.53044 1.56948 -0.76549

Löwdin population analysis, charges in e, atoms 1 to 5: -0.0894 -0.1345 -0.2009 -0.1154 -0.0162

***

8.
Here is a 2-piece molecular cluster, C4H9N5O overall from OMol25. Energies are from ωB97M-V/def2-TZVPD.

## Properties
Energy relative to the best compared isomer or geometry (same formula, charge and spin) (kcal/mol): 9.23
HOMO energy (eV): -7.5183
Kohn-Sham gap (eV): 7.73
Molecular weight (g mol⁻¹): 143.15

Element x y z (Å)
C1 -1.46168 -0.89996 -0.05231
C2 -1.19833 1.19046 -0.03824
C3 1.97417 -1.03484 0.84550
C4 1.80994 0.16854 -0.06234
N1 -2.40995 -0.38566 0.71607
N2 -2.25095 0.97228 0.71368
N3 -0.71120 0.07930 -0.60713
N4 -1.68738 -2.17771 -0.51761
N5 -0.43221 2.41420 -0.49194
O1 1.77823 1.33096 0.27621
H1 1.11620 -1.68902 0.77674
H2 2.19718 -0.71680 1.82384
H3 2.81909 -1.56536 0.46241
H4 1.86908 -0.20583 -1.11045
H5 -2.31043 -2.68541 0.06830
H6 -0.87233 -2.61229 -0.94769
H7 0.50587 2.12189 -0.17377
H8 -0.32235 2.31104 -1.50931
H9 -0.41293 3.38422 -0.17195

Löwdin population analysis, charges in e, atoms 1 to 5: -0.5424 -0.4439 -0.0222 -0.2991 0.0042

***

9.
Here is an isolated ion of composition C4H9N6 and charge +1 from OMol25. Energies are from ωB97M-V/def2-TZVPD.

## Properties
Energy relative to the best compared isomer or geometry (same formula, charge and spin) (kcal/mol): 12.18
HOMO energy (eV): -13.1487
SMILES: CN(C(N)=[NH2+])n1cnnc1
Net charge: +1
Kohn-Sham gap (eV): 9.56
Molecular weight (g mol⁻¹): 141.16

Element x y z (Å)
C1 -1.82063 -0.22186 -0.97669
C2 -1.99979 0.37582 1.13212
C3 1.17972 -0.69306 0.18190
C4 0.72457 1.73029 -0.19595
N1 -3.08398 -0.26521 -0.60736
N2 -3.13878 0.04388 0.65322
N3 -1.07536 0.20470 0.08271
N4 2.50126 -0.47308 0.19868
N5 0.33611 0.37352 -0.07380
N6 0.56487 -1.90197 0.32103
H1 -1.53445 -0.46774 -1.97630
H2 -1.69667 0.76099 2.11863
H3 1.55832 1.99322 -1.03005
H4 -0.07042 2.21554 -0.58055
H5 1.19493 2.03460 0.66265
H6 2.85177 0.41809 -0.09555
H7 2.98212 -1.32093 -0.01589
H8 0.93201 -2.81580 0.19292
H9 -0.40563 -1.99100 0.00828

Löwdin population analysis, charges in e, atoms 1 to 5: -0.1309 -0.0878 -0.2966 -0.0018 0.0369

***

10.
Here is a 2-piece molecular cluster, C4H9NO overall from OMol25. Energies are from ωB97M-V/def2-TZVPD.

## Properties
Energy relative to the best compared isomer or geometry (same formula, charge and spin) (kcal/mol): 47.73
HOMO energy (alpha / beta) (eV): -0.4397 / -1.9920
Spin multiplicity: 2
Net charge: -1
Kohn-Sham gap (alpha / beta) (eV): 3.98 / 5.52
Molecular weight (g mol⁻¹): 87.12

Element x y z (Å)
C1 -3.02896 0.73130 -0.27146
C2 -1.58520 0.34019 -0.13223
C3 -0.56533 0.26060 -1.02422
N1 0.78822 0.36789 -0.49040
C4 1.90100 0.76104 -1.12871
H1 -3.52652 -0.02622 -0.88638
H2 -3.57187 0.91221 0.67427
H3 -3.04350 1.65072 -0.99601
H4 -1.23106 0.79656 0.76289
H5 -0.71064 0.33582 -2.09431
H6 2.37357 1.70193 -0.67656
H7 2.33596 0.36150 -2.00229
H8 2.99625 -2.48805 2.12154
H9 3.14436 -2.97543 3.44867
O1 3.72373 -2.73007 2.69518

Löwdin population analysis, charges in e, atoms 1 to 5: -0.1977 -0.2936 -0.2531 -0.1736 -0.2930

***

Question: The highest molecular weight belongs to which entry?
Answer: C4H9N3O4

***

Question: The lowest energy relative to the best compared isomer or geometry (same formula, charge and spin) belongs to which entry?
Answer: C4H9N3O4

***

Question: Among the records above, which one has the lowest energy relative to the best compared isomer or geometry (same formula, charge and spin)?
Answer: C4H9N3O4